A structure of composition C16H31O8Rb in a non-equilibrium geometry. Source: the OMol25 dataset; level of theory: the ωB97M-V functional and the def2-TZVPD basis.

## Properties
E_HOMO (eV): -8.644
Energy relative to the best compared isomer or geometry (same formula, charge and spin) (kcal per mole): 0.0

ORCA input file:
```
! RIJCOSX wB97M-V def2-TZVPD def2/J DEFGRID3
* xyz 0 1
Rb -1.530 5.121 0.376
O 0.491 7.915 -2.671
C -0.490 7.227 -2.013
O -1.230 7.867 -1.235
O -0.582 5.985 -2.174
H 0.428 8.807 -2.285
C 4.072 8.928 -4.745
C 3.864 8.092 -5.972
O 4.682 8.141 -6.871
C 2.683 7.159 -6.030
H 3.216 8.842 -4.077
H 4.300 9.956 -5.020
H 4.940 8.571 -4.185
H 2.722 6.601 -5.092
H 2.780 6.483 -6.876
H 1.753 7.708 -6.135
C -2.609 5.348 -5.061
C -1.453 5.179 -6.012
O -1.481 4.284 -6.831
C -0.243 6.063 -5.895
H -2.232 5.563 -4.055
H -3.247 4.464 -5.017
H -3.326 6.072 -5.460
H 0.276 5.777 -4.979
H -0.366 7.143 -5.896
H 0.364 5.876 -6.780
C -6.655 5.926 0.734
C -5.289 6.055 0.125
O -4.577 5.098 -0.115
C -4.812 7.452 -0.228
H -7.452 5.808 0.000
H -6.852 6.837 1.303
H -6.684 5.090 1.430
H -3.797 7.442 -0.627
H -4.825 8.144 0.612
H -5.474 7.724 -1.056
C -3.837 9.291 -3.237
C -3.688 9.320 -4.718
O -4.640 9.157 -5.452
C -2.307 9.501 -5.282
H -3.381 10.163 -2.757
H -3.329 8.448 -2.759
H -4.860 9.296 -2.863
H -1.637 8.777 -4.819
H -1.922 10.492 -5.027
H -2.332 9.420 -6.365
C 2.938 9.373 1.417
C 2.388 8.931 0.108
O 1.582 9.575 -0.522
C 2.814 7.554 -0.375
H 4.011 9.537 1.333
H 2.751 8.562 2.125
H 2.364 10.242 1.731
H 2.453 6.808 0.336
H 3.901 7.436 -0.366
H 2.476 7.343 -1.384
*
```

A cluster of 6 separate species, C12H35N2O9 in total in a non-equilibrium geometry. Source: the OMol25 dataset; level of theory: the ωB97M-V functional and the def2-TZVPD basis.

## Properties
E_HOMO (eV): -12.587
Energy relative to the best compared isomer or geometry (same formula, charge and spin) (kcal per mole): 0.0

ORCA input file:
```
! RIJCOSX wB97M-V def2-TZVPD def2/J DEFGRID3
* xyz 1 1
C 14.469 9.817 7.474
C 14.029 8.557 8.134
O 14.159 8.410 9.316
N 13.130 7.677 7.473
H 12.401 7.340 8.187
H 12.520 8.162 6.741
C 13.789 6.556 6.902
H 13.772 10.548 7.893
H 14.309 9.815 6.396
H 15.514 10.034 7.762
H 13.057 5.747 6.567
H 14.299 6.146 7.743
H 14.395 6.907 6.065
C 10.337 6.867 5.555
C 10.459 8.395 5.579
O 11.364 8.976 6.217
N 9.629 9.187 4.824
H 8.824 8.763 4.413
H 8.651 9.452 10.639
C 9.763 10.629 4.975
H 10.956 6.456 4.709
H 9.325 6.570 5.229
H 10.564 6.351 6.553
H 9.711 10.967 6.026
H 9.038 11.030 4.279
H 10.804 10.894 4.655
O 9.543 9.410 11.009
H 9.796 10.304 11.209
C 10.723 6.594 10.521
C 9.407 6.046 10.084
O 8.480 7.115 9.733
O 11.276 7.374 9.432
H 11.346 5.758 10.774
H 10.632 7.261 11.399
H 8.898 5.426 10.833
H 9.573 5.442 9.178
H 7.628 6.694 9.508
H 10.567 8.047 9.248
C 6.142 6.023 6.297
C 5.741 6.873 7.461
O 6.039 6.197 8.618
O 7.567 5.748 6.390
H 5.910 6.422 5.290
H 5.658 5.015 6.350
H 4.735 7.333 7.399
H 6.555 7.681 7.436
H 5.479 5.381 8.780
H 7.604 5.395 7.289
C 7.064 10.999 9.259
C 7.642 10.543 7.944
O 8.750 9.680 8.123
O 6.723 9.845 10.017
H 6.315 11.706 9.192
H 7.907 11.441 9.750
H 8.128 11.313 7.381
H 6.882 10.153 7.308
H 8.486 8.946 8.657
H 5.811 9.542 10.004
*
```

A structure of composition C22H25FNOV in a non-equilibrium geometry. Source: the OMol25 dataset; level of theory: the ωB97M-V functional and the def2-TZVPD basis.

## Properties
E_HOMO (alpha / beta) (eV): -7.678 / -7.953
⟨S²⟩: 2.03

ORCA input file:
```
! RIJCOSX wB97M-V def2-TZVPD def2/J DEFGRID3
* xyz 0 3
C -2.334 -1.509 -3.030
C -2.110 -0.228 -2.413
C -0.704 -0.063 -2.207
H -2.864 0.528 -2.213
C -0.046 -1.220 -2.743
C -1.049 -2.109 -3.258
H 1.034 -1.342 -2.811
C -3.221 -2.524 0.435
C -3.492 -1.237 -0.131
C -2.543 -0.302 0.415
H -4.306 -1.000 -0.810
C -1.702 -0.994 1.349
C -2.112 -2.377 1.330
H -0.203 0.823 -1.812
H -0.868 -3.041 -3.791
H -3.295 -1.910 -3.348
H -1.707 -3.147 1.988
H -2.506 0.776 0.250
H -3.792 -3.434 0.261
V -1.485 -1.857 -0.958
C -0.826 -0.342 2.426
C -1.108 -1.033 3.769
C -1.157 1.143 2.600
H -2.171 -0.962 4.018
H -0.551 -0.531 4.569
H -0.809 -2.086 3.756
H -2.235 1.246 2.787
H -0.857 1.737 1.731
H -0.631 1.536 3.479
C 0.691 -0.604 2.123
C 1.557 0.418 1.397
H 0.774 -1.576 1.601
H 1.200 -0.750 3.093
O 1.306 1.637 1.289
N 2.680 -0.179 0.910
C 3.725 0.452 0.114
H 2.891 -1.098 1.280
C 3.143 1.557 -0.703
C 3.040 1.438 -2.080
H 3.470 0.553 -2.557
C 2.352 2.410 -2.814
H 2.263 2.302 -3.895
C 1.793 3.511 -2.153
H 1.235 4.258 -2.721
C 1.965 3.670 -0.775
H 1.559 4.538 -0.248
C 2.648 2.692 -0.037
H 3.017 2.930 0.959
H 4.148 -0.324 -0.530
H 4.515 0.831 0.778
F -0.322 -3.205 -0.672
*
```

| no. | calculated total energy (hartree) |
| --- | --- |
| 1 | -1254.2980 |
| 2 | -1264.6217 |
| 3 | -2027.1933 |